{"formula": "C40H33NOP2ReS", "method": "ωB97M-V/def2-TZVPD", "elements": ["Re", "C", "P", "C", "C", "C", "C", "C", "C", "C", "C", "C", "C", "C", "C", "C", "C", "C", "C", "C", "P", "C", "C", "C", "C", "C", "C", "C", "C", "C", "C", "C", "C", "N", "H", "H", "H", "H", "H", "H", "H", "H", "H", "H", "H", "H", "H", "H", "H", "H", "H", "H", "H", "H", "H", "H", "H", "H", "H", "H", "C", "C", "O", "S", "C", "C", "C", "C", "C", "C", "C", "C", "H", "H", "H", "H", "H", "H", "H"], "positions_angstrom": [[-0.265, 0.214, -1.429], [0.131, 3.264, -2.680], [0.428, 1.574, -3.343], [2.040, 1.548, -4.128], [2.242, 2.305, -5.285], [3.496, 2.349, -5.869], [4.549, 1.639, -5.302], [4.349, 0.887, -4.155], [3.094, 0.839, -3.565], [-0.842, 1.248, -4.588], [-0.570, 0.469, -5.712], [-1.588, 0.164, -6.602], [-2.877, 0.624, -6.373], [-3.156, 1.388, -5.248], [-2.144, 1.699, -4.352], [-0.820, 3.166, -1.530], [-1.702, 4.061, -1.012], [-2.344, 3.439, 0.104], [-1.830, 2.185, 0.223], [-2.051, 1.119, 1.247], [-1.652, -0.511, 0.489], [-0.530, -1.360, 1.647], [-0.569, -2.681, 1.938], [0.590, -3.472, 2.267], [1.837, -3.298, 1.732], [2.157, -2.306, 0.747], [0.742, -0.582, 1.863], [-3.154, -1.475, 0.298], [-3.518, -1.928, -0.966], [-4.690, -2.650, -1.134], [-5.497, -2.922, -0.040], [-5.138, -2.474, 1.227], [-3.971, -1.750, 1.397], [-0.900, 1.967, -0.808], [-0.247, 3.927, -3.461], [1.108, 3.642, -2.366], [1.422, 2.854, -5.732], [3.655, 2.933, -6.764], [5.528, 1.672, -5.762], [5.171, 0.333, -3.721], [2.932, 0.248, -2.672], [0.435, 0.112, -5.900], [-1.371, -0.426, -7.481], [-3.665, 0.391, -7.076], [-4.159, 1.751, -5.072], [-2.368, 2.311, -3.484], [-1.887, 5.058, -1.376], [-3.091, 3.883, 0.739], [-3.073, 1.127, 1.626], [-1.387, 1.262, 2.106], [-1.506, -3.219, 1.836], [0.408, -4.403, 2.791], [2.544, -4.107, 1.871], [2.837, -2.592, -0.047], [0.588, 0.484, 1.663], [-2.887, -1.720, -1.822], [-4.973, -2.999, -2.118], [-6.411, -3.484, -0.172], [-5.772, -2.688, 2.076], [-3.699, -1.399, 2.386], [2.739, -0.518, 9.574], [2.840, -1.382, 8.366], [2.441, -2.480, 8.203], [3.859, -0.578, 6.964], [2.849, -0.628, 5.609], [3.410, -0.026, 4.441], [2.710, -0.035, 3.272], [1.439, -0.643, 3.193], [0.875, -1.206, 4.356], [1.552, -1.208, 5.542], [1.511, -1.117, 0.672], [1.072, -0.460, -0.543], [1.984, -0.937, 10.234], [2.514, 0.514, 9.307], [3.708, -0.524, 10.081], [4.387, 0.437, 4.493], [3.139, 0.420, 2.389], [-0.110, -1.646, 4.316], [1.106, -1.671, 6.406]], "atomic_forces_ev_per_a": [[-0.036, -0.559, -0.265], [0.025, -0.023, -0.175], [0.016, 0.015, 0.437], [-0.079, 0.100, -0.116], [0.025, 0.007, 0.007], [-0.005, -0.020, 0.020], [-0.007, 0.014, -0.014], [0.021, -0.005, -0.012], [0.022, -0.079, 0.044], [-0.015, 0.068, 0.050], [0.021, -0.046, 0.003], [0.010, -0.009, -0.007], [-0.018, 0.002, -0.001], [-0.011, -0.004, -0.007], [-0.022, 0.018, 0.001], [0.109, -0.084, -0.052], [0.046, -0.026, -0.034], [0.037, -0.110, 0.085], [-0.002, -0.028, -0.020], [-0.113, -0.097, 0.098], [0.277, 0.207, -0.485], [-0.038, -0.204, 0.123], [-0.032, 0.294, 0.028], [0.180, -0.081, -0.148], [-0.102, -0.123, 0.114], [-0.048, 0.109, -0.044], [-0.166, -0.045, -0.141], [0.018, 0.015, 0.191], [0.033, -0.021, -0.035], [-0.010, -0.009, -0.009], [-0.006, -0.006, -0.009], [0.000, -0.007, -0.004], [-0.007, 0.006, 0.014], [-0.164, 0.498, 0.183], [0.022, 0.005, 0.015], [-0.012, -0.013, 0.013], [-0.009, 0.001, 0.005], [0.000, 0.005, -0.006], [0.004, -0.002, 0.003], [0.007, -0.006, 0.003], [-0.015, 0.013, -0.006], [0.006, 0.010, 0.000], [0.000, -0.004, -0.007], [-0.004, -0.003, -0.001], [-0.005, 0.003, 0.000], [0.007, 0.003, 0.001], [0.008, 0.022, -0.029], [-0.017, 0.001, 0.025], [0.005, -0.001, -0.027], [-0.042, -0.008, 0.032], [-0.016, -0.003, -0.071], [0.026, 0.010, 0.052], [0.048, 0.050, 0.080], [-0.134, -0.078, -0.115], [-0.087, -0.006, 0.092], [0.000, 0.006, 0.000], [-0.004, -0.003, -0.007], [-0.007, -0.005, -0.001], [-0.002, 0.003, 0.006], [0.010, 0.014, 0.001], [0.111, 0.041, -0.058], [-0.135, -0.297, 0.219], [-0.036, 0.127, -0.148], [0.073, 0.221, 0.074], [0.025, -0.122, -0.107], [-0.083, -0.045, 0.036], [-0.082, -0.101, -0.018], [0.179, -0.063, 0.023], [-0.047, 0.150, -0.070], [0.124, 0.085, -0.018], [0.199, 0.250, 0.113], [-0.058, -0.005, 0.008], [0.011, 0.019, 0.033], [-0.041, -0.010, -0.002], [0.004, 0.003, 0.000], [0.020, -0.011, 0.039], [-0.013, -0.013, -0.035], [-0.015, -0.006, -0.059], [0.019, -0.008, 0.092]], "e_homo_ev": [-12.457, -12.457], "total_charge": 2, "total_energy_ev": -77078.61426, "e_lumo_ev": [-5.8, -8.7], "largest_force_ev_per_a": 0.62, "gap_ha": [0.2433, 0.1381], "multiplicity": 2, "s2": 0.7747}


{"formula": "C14H17N3O3", "method": "ωB97M-V/def2-TZVPD", "elements": ["C", "C", "C", "C", "C", "C", "C", "C", "C", "C", "C", "C", "C", "C", "H", "H", "H", "H", "H", "H", "H", "H", "H", "H", "H", "H", "H", "H", "H", "H", "H", "N", "N", "N", "O", "O", "O"], "positions_angstrom": [[0.835, 2.496, 1.011], [1.353, 1.308, 0.214], [-0.645, 2.377, 1.447], [1.985, -1.167, 0.469], [3.359, -1.202, -0.271], [0.926, -1.558, -0.516], [-0.523, -1.523, -0.039], [-1.026, -2.373, 0.942], [-1.629, -0.716, -0.505], [-2.757, -1.146, 0.233], [-1.768, 0.418, -1.312], [-4.036, -0.633, 0.077], [-2.998, 0.982, -1.444], [-4.153, 0.435, -0.828], [1.829, 3.850, -0.246], [0.293, 3.670, -0.572], [1.410, 2.494, 1.967], [-0.838, 3.168, 2.156], [-0.999, 1.435, 1.843], [-1.220, 2.575, 0.531], [1.679, 0.274, 1.984], [2.020, -1.860, 1.311], [1.169, -2.567, -0.883], [0.988, -0.842, -1.371], [-0.656, -3.205, 1.500], [-2.959, -2.463, 1.882], [-0.910, 0.937, -1.701], [-4.900, -1.087, 0.557], [-3.158, 1.811, -2.113], [-5.118, 0.958, -0.943], [3.122, 0.603, -0.851], [0.924, 3.743, 0.251], [1.721, 0.218, 0.973], [-2.390, -2.124, 1.104], [1.429, 1.298, -1.028], [3.886, -2.269, -0.361], [3.801, -0.130, -0.888]], "atomic_forces_ev_per_a": [[-0.110, -0.021, 0.458], [-0.320, -1.306, -0.029], [0.101, 0.229, -1.266], [0.683, 2.191, -0.161], [-1.484, -1.057, 0.403], [-1.276, -0.039, -1.670], [0.575, -1.141, 1.104], [-1.082, 1.031, -0.774], [0.093, -0.156, 1.034], [-0.336, -0.051, 0.014], [0.595, -0.120, 0.275], [-0.336, 1.194, -1.331], [-1.582, -0.240, -0.240], [-0.083, -0.076, 0.994], [-0.474, -0.232, 0.878], [0.239, -0.048, 0.982], [0.059, 0.533, -0.752], [-0.103, 0.197, 0.151], [0.340, -0.393, 0.125], [-0.204, -0.081, 0.399], [-0.136, 0.386, -0.383], [0.138, 0.275, -0.006], [-0.053, 0.352, 0.012], [0.042, -0.814, 0.478], [0.737, -0.099, 0.093], [0.389, 0.150, -0.744], [0.291, -0.212, -0.441], [0.162, 0.236, 0.089], [0.178, 0.322, 0.024], [0.553, -0.523, -0.119], [0.600, -0.819, -0.337], [0.497, 0.053, -1.119], [-0.153, -0.190, 0.121], [0.704, -0.583, 0.342], [0.252, 0.308, 1.358], [0.891, -0.609, -0.004], [-0.387, 1.352, 0.040]], "e_homo_ev": -8.141, "total_charge": 0, "total_energy_ev": -25407.50614, "e_lumo_ev": 0.4, "largest_force_ev_per_a": 2.30, "gap_ha": 0.3155, "multiplicity": 1}


{"formula": "C4H4O3", "method": "ωB97M-V/def2-TZVPD", "elements": ["O", "C", "O", "C", "C", "C", "O", "H", "H", "H", "H"], "positions_angstrom": [[-1.149, 2.377, -1.962], [-0.529, 1.778, -1.224], [-1.960, 0.015, -0.269], [-1.151, 0.027, 0.641], [0.218, -0.409, 0.509], [1.451, -0.676, -0.212], [1.398, -0.265, 1.188], [-0.548, -1.349, 0.854], [-1.385, 0.221, 1.703], [1.994, 0.014, -0.862], [1.661, -1.733, -0.366]], "atomic_forces_ev_per_a": [[0.546, -0.627, 0.720], [-0.275, 1.300, -1.272], [-0.261, 0.021, 0.491], [-0.336, 1.556, -0.444], [-1.071, -1.868, 0.273], [-0.135, -0.181, 0.010], [-0.106, -0.104, 0.243], [2.340, -0.364, -0.241], [-0.301, 0.106, -0.025], [-0.647, -0.013, 0.145], [0.245, 0.173, 0.100]], "e_homo_ev": -9.870, "total_charge": 0, "total_energy_ev": -10350.93185, "e_lumo_ev": 0.7, "largest_force_ev_per_a": 2.38, "gap_ha": 0.3891, "multiplicity": 1}


{"formula": "C4H10", "method": "ωB97M-V/def2-TZVPD", "elements": ["C", "C", "C", "C", "H", "H", "H", "H", "H", "H", "H", "H", "H", "H"], "positions_angstrom": [[0.659, 1.319, -0.072], [0.026, 0.179, 0.171], [0.753, -1.117, 0.292], [-1.402, 0.094, 0.613], [0.315, 0.215, -2.052], [0.143, 2.258, 0.064], [1.705, 1.350, -0.382], [0.910, -0.683, 1.298], [0.185, -2.057, 0.319], [1.703, -1.246, -0.242], [0.310, -0.526, -2.091], [-1.708, 1.007, 1.127], [-1.626, -0.765, 1.264], [-1.973, -0.029, -0.309]], "atomic_forces_ev_per_a": [[-0.001, 0.379, 0.140], [-0.304, 0.208, -0.034], [0.320, 0.378, 0.676], [-0.157, 0.207, -0.155], [-0.040, -0.283, -0.453], [0.023, 0.139, -0.078], [-0.302, -0.040, 0.043], [1.070, -1.995, 0.663], [-0.039, 0.589, -0.044], [-0.332, 0.346, 0.176], [0.012, -0.136, -0.639], [-0.137, -0.035, -0.174], [0.278, 0.258, -0.224], [-0.392, -0.015, 0.102]], "e_homo_ev": -8.738, "total_charge": 0, "total_energy_ev": -4307.56612, "e_lumo_ev": 1.2, "largest_force_ev_per_a": 2.36, "gap_ha": 0.3642, "multiplicity": 1}


{"formula": "C3H4N4O", "method": "ωB97M-V/def2-TZVPD", "elements": ["C", "C", "C", "H", "H", "H", "H", "N", "N", "N", "N", "O"], "positions_angstrom": [[-0.966, -0.320, 0.437], [-0.482, 1.145, -0.018], [0.497, -0.688, 0.392], [-1.401, -1.231, -1.200], [-1.474, -0.241, 1.440], [-0.772, 1.336, -1.081], [-0.657, 1.956, 0.644], [0.866, 0.542, 0.097], [2.139, 0.598, -0.265], [2.574, -0.648, -0.183], [1.550, -1.496, 0.157], [-1.873, -0.952, -0.420]], "atomic_forces_ev_per_a": [[-1.913, 0.894, 0.910], [0.063, -1.422, -1.242], [1.874, -0.890, -1.089], [0.181, -0.234, -0.531], [0.760, -0.458, -0.902], [0.307, 0.025, 0.989], [-0.170, 0.717, 0.419], [0.587, 0.506, -0.063], [0.686, -0.510, -0.024], [-1.930, 0.839, 0.127], [-0.668, 0.419, 0.748], [0.222, 0.114, 0.658]], "e_homo_ev": -10.671, "total_charge": 0, "total_energy_ev": -11180.27945, "e_lumo_ev": 0.5, "largest_force_ev_per_a": 2.34, "gap_ha": 0.4094, "multiplicity": 1}


{"formula": "C2H3N3S", "method": "ωB97M-V/def2-TZVPD", "elements": ["C", "C", "N", "N", "N", "S", "H", "H", "H"], "positions_angstrom": [[1.482, 0.597, 0.416], [0.639, 1.231, -0.448], [-0.445, 0.462, -0.618], [-0.718, -0.496, 0.244], [-1.788, -1.026, -0.169], [2.651, -0.585, 0.081], [1.498, 0.927, 1.436], [-1.173, 0.723, -1.307], [-2.147, -1.832, 0.365]], "atomic_forces_ev_per_a": [[3.849, -1.771, 1.331], [-1.987, -1.170, -1.560], [1.516, 4.591, -1.866], [-3.722, -3.807, -0.030], [0.725, 0.132, 0.422], [-1.439, 1.434, -0.015], [-0.183, 0.472, 0.581], [0.322, -0.469, 0.611], [0.919, 0.589, 0.526]], "e_homo_ev": -8.551, "total_charge": 0, "total_energy_ev": -17423.05574, "e_lumo_ev": -0.9, "largest_force_ev_per_a": 5.32, "gap_ha": 0.2803, "multiplicity": 1}


{"formula": "C5H10", "method": "ωB97M-V/def2-TZVPD", "elements": ["C", "C", "C", "C", "C", "H", "H", "H", "H", "H", "H", "H", "H", "H", "H"], "positions_angstrom": [[-0.428, 1.854, -0.116], [-0.128, 0.496, 0.488], [1.152, -0.162, -0.006], [0.522, -1.542, 0.082], [-0.883, -0.964, -0.077], [-1.364, 2.291, 0.236], [0.363, 2.600, 0.082], [-0.463, 1.749, -1.211], [-0.737, 0.076, 1.270], [1.249, 0.118, -1.071], [2.130, -0.006, 0.464], [0.674, -1.934, 1.096], [0.822, -2.288, -0.647], [-1.667, -1.536, 0.482], [-1.243, -0.752, -1.072]], "atomic_forces_ev_per_a": [[-0.265, -0.122, -0.021], [-1.533, -1.391, -1.310], [0.142, -0.183, 0.070], [0.173, -0.367, -0.202], [0.198, 0.467, -0.733], [-0.029, -0.074, -0.087], [-0.155, -0.484, 0.166], [-0.137, 0.123, 0.156], [1.308, 1.530, 2.500], [0.022, -0.047, 0.301], [-0.249, 0.144, 0.163], [-0.198, -0.076, -0.237], [0.141, -0.163, 0.017], [0.420, 1.099, -0.142], [0.162, -0.457, -0.639]], "e_homo_ev": -8.789, "total_charge": 0, "total_energy_ev": -5344.73443, "e_lumo_ev": 1.3, "largest_force_ev_per_a": 3.21, "gap_ha": 0.3700, "multiplicity": 1}


Across the entries above, ΔE to the lowest compared entry with this formula, charge and spin takes the values 31.2, 29.9, 98.7, 64.5, 85.1, 109.3, 58.4 kcal/mol, respectively.